# 1
Here is a cluster of 2 separate species, C3H8ClNS in total in a non-equilibrium geometry from OMol25. Energies are from ωB97M-V with the def2-TZVPD basis set.

Summary:
LUMO level, Eh: 0.0152
Total charge: 0
Energy, eV: -28087.9786
ΔE to the lowest compared entry with this formula, charge and spin, eV: 0.558
SMILES: CNC(C)=S.Cl
F_max, eV/A: 3.7

Positions of all 14 atoms, in Å:
C1 0.72 1.43 -0.04
N1 -0.35 0.53 0.10
C2 -0.15 -0.79 -0.06
C3 1.19 -1.38 -0.10
S1 -1.51 -1.73 0.05
H1 1.40 1.27 -0.92
H2 0.36 2.43 -0.23
H3 1.43 1.34 0.93
H4 -1.22 0.94 0.44
H5 1.55 -1.76 0.80
H6 1.29 -2.37 -0.66
H7 1.95 -0.76 -0.57
Cl1 -3.75 0.86 -0.07
H8 -2.92 -0.01 0.34

=====

# 2
Here is a cluster of 2 separate species, C5H11N2 in total in a non-equilibrium geometry from OMol25. Energies are from ωB97M-V with the def2-TZVPD basis set.

Summary:
LUMO level, Eh: -0.1410
Total charge: +1
Energy, eV: -8334.4006
ΔE to the lowest compared entry with this formula, charge and spin, eV: 2.718
F_max, eV/A: 4.5

Positions of all 18 atoms, in Å:
C1 -2.37 2.85 -1.43
C2 -1.17 0.98 -0.22
C3 1.02 -1.13 2.59
C4 1.06 -1.29 -1.30
C5 1.42 -1.51 1.16
N1 -1.72 1.84 -0.78
N2 0.81 -1.10 0.09
H1 -1.59 3.11 -2.17
H2 -3.30 2.39 -1.85
H3 0.05 -0.26 0.24
H4 0.81 -2.03 3.21
H5 1.80 -0.70 3.10
H6 0.28 -0.41 2.33
H7 0.22 -1.74 -2.02
H8 1.11 -0.30 -1.78
H9 1.99 -1.93 -1.54
H10 -2.74 3.48 -0.58
H11 2.33 -2.23 0.94

=====

# 3
Here is a cluster of 2 separate species, C4H10O in total in a non-equilibrium geometry from OMol25. Energies are from ωB97M-V with the def2-TZVPD basis set.

Summary:
LUMO level, Eh: 0.0216
Total charge: 0
Energy, eV: -6354.8330
ΔE to the lowest compared entry with this formula, charge and spin, eV: 2.970
SMILES: C=O.CCC
F_max, eV/A: 5.9

Positions of all 15 atoms, in Å:
C1 -0.20 -2.50 0.67
O1 -1.27 -3.09 0.72
H1 0.73 -2.75 1.16
H2 -0.05 -1.91 -0.26
C2 1.33 2.01 -1.27
C3 0.05 2.22 -0.31
C4 -0.23 0.93 0.35
H3 1.42 1.67 -2.23
H4 2.09 1.30 -0.97
H5 1.76 3.00 -1.28
H6 -0.86 2.53 -0.75
H7 0.24 3.14 0.19
H8 -1.29 0.89 0.91
H9 -0.04 0.21 -0.32
H10 0.42 0.66 1.15

=====

# 4
Here is a structure of composition C25H23BF5N4O2SiTa from OMol25. Energies are from ωB97M-V with the def2-TZVPD basis set.

Summary:
LUMO level, Eh: -0.2702
Total charge: +2
Energy, eV: -60042.0615
ΔE to the lowest compared entry with this formula, charge and spin, eV: 0.000
F_max, eV/A: 0.1

Positions of all 62 atoms, in Å:
Ta1 -0.70 -0.66 0.21
O1 -3.12 3.59 5.38
C1 -2.33 3.55 4.51
O2 -1.37 4.27 3.96
C2 -1.65 2.88 3.40
C3 -0.58 1.91 3.62
C4 -0.27 1.00 2.69
N1 -0.91 0.92 1.44
C5 -1.82 1.95 1.15
C6 -2.20 2.88 2.04
C7 -2.28 1.92 -0.24
C8 -3.09 2.86 -0.84
C9 -3.37 2.75 -2.19
C10 -2.81 1.71 -2.92
C11 -2.02 0.80 -2.27
N2 -1.77 0.88 -0.94
C12 0.75 -0.03 2.85
C13 1.60 -0.19 3.93
C14 2.51 -1.24 3.92
C15 2.56 -2.09 2.82
C16 1.70 -1.88 1.77
N3 0.81 -0.86 1.78
H1 -0.07 1.93 4.57
H2 -2.90 3.65 1.78
H3 -3.50 3.68 -0.26
H4 -4.00 3.48 -2.68
H5 -2.98 1.61 -3.98
H6 -1.56 -0.02 -2.80
H7 1.55 0.48 4.77
H8 3.17 -1.38 4.75
H9 3.25 -2.92 2.78
H10 1.69 -2.51 0.90
C17 1.57 1.99 -0.32
Si1 2.06 0.49 -1.31
C18 3.66 -0.18 -0.64
C19 2.07 0.91 -3.12
N4 0.74 -0.78 -1.09
C20 0.67 -1.86 -2.02
C21 1.75 -2.40 -2.73
C22 1.54 -3.46 -3.60
C23 0.27 -4.01 -3.78
C24 -0.82 -3.51 -3.08
C25 -0.55 -2.46 -2.24
F1 -1.60 -1.90 -1.48
H11 2.33 2.75 -0.53
H12 1.59 1.83 0.76
H13 0.61 2.42 -0.61
H14 4.45 0.53 -0.88
H15 3.96 -1.14 -1.05
H16 3.63 -0.27 0.44
H17 2.74 1.77 -3.27
H18 1.08 1.21 -3.46
H19 2.42 0.11 -3.76
H20 2.74 -2.00 -2.60
H21 2.38 -3.87 -4.14
H22 0.13 -4.84 -4.46
H23 -1.81 -3.91 -3.18
F2 -0.95 -2.58 0.89
B1 -2.55 -2.56 1.33
F3 -3.15 -3.51 0.65
F4 -2.54 -2.48 2.65
F5 -2.73 -1.21 0.71

=====

> What is the formula in the third record?

C4H10O